73
Properties=species:S:1:pos:R:3:forces:R:3:mulliken_charge:R:1 method="wB97M-V/def2-TZVPD" multiplicity=2 e_above_lowest_kj_mol=954.5 homo_lumo_gap_ev="4.0831 / 4.0980" charge=+1
N -2.205073 -0.607848 -0.922976 0.897 -0.314 0.453 -0.3471
H -3.835961 -2.517856 -3.108410 0.028 -0.086 -0.038 0.4061
H -6.098399 2.042711 1.346693 -0.069 -0.010 -0.047 0.3997
C 1.300192 -1.758916 7.110075 -0.119 -0.254 -0.015 -1.3232
I -7.634722 0.311229 -0.659127 0.332 0.032 0.093 0.0995
C 4.377811 -0.444696 -0.102897 1.340 0.244 -0.084 -0.7923
C 3.349195 -1.674596 5.791828 0.300 -0.089 0.351 -1.4852
C 2.637479 -2.031525 6.923134 -0.066 -0.106 -0.098 -0.1841
Re -0.389561 -0.152589 0.100535 -0.093 -1.080 1.696 1.2412
H 2.348827 5.768499 0.132481 0.025 0.120 -0.010 0.4858
C 3.669912 4.174953 -0.001379 -0.163 0.671 0.003 -0.9644
C 3.074060 0.892250 2.283095 -0.089 -0.301 1.484 -0.0274
H 4.371583 -1.997182 5.674936 0.124 0.052 0.049 0.4473
C 0.071517 -0.994010 4.261343 -0.235 -0.236 2.409 0.1618
N -0.543940 -1.389153 5.328706 -0.260 -0.192 -1.212 -0.8643
H 4.502870 4.857471 0.089735 0.034 0.134 0.041 0.4948
C 1.109013 2.070970 3.261298 -1.346 1.076 -0.298 0.4899
O -1.634417 -1.612354 1.357844 0.996 0.877 -0.276 -0.2120
C 5.147693 2.061409 -0.021412 -0.801 1.484 0.098 -0.7428
S 1.834261 -1.481368 -0.420807 -0.248 0.906 -0.030 -0.3431
I -3.472801 3.077727 2.739332 -0.264 -0.223 -0.249 0.0445
C 1.432185 4.042525 -2.596099 0.201 -0.024 -0.428 -0.1036
C 2.814906 1.298629 5.721878 -0.033 -0.032 -0.026 -0.1002
C -4.597600 -0.185800 -0.764294 0.312 0.206 0.280 0.4466
H -1.542366 -1.973652 -2.291354 -0.030 -0.007 0.056 0.5119
H 0.772727 -2.155464 7.960990 -0.046 -0.017 0.174 0.4168
C 1.308192 -0.536567 4.901395 0.915 -0.028 -0.018 0.4325
F -0.051598 3.996388 2.699060 0.199 -0.252 -0.185 -0.3973
C -2.945162 0.992481 0.665121 -1.637 0.144 -0.174 -0.4949
N 1.649083 1.776448 0.439106 -0.092 0.092 0.721 0.9411
C 0.564692 -0.870455 6.191116 0.268 0.622 -0.108 0.4310
C 0.735419 2.997621 2.272840 -0.342 -0.295 1.239 0.2652
F 4.199833 0.213264 2.588938 -0.863 0.683 -0.221 -0.3774
C 2.381665 0.488822 4.631252 -0.110 -0.234 -0.446 0.5478
C 1.104078 2.925103 0.953795 0.161 -0.321 -0.659 -0.0683
H 4.783548 -1.414109 -0.356186 0.166 -0.045 0.008 0.5515
F 0.398066 2.161639 4.398093 0.767 -0.010 -1.016 -0.3873
H 6.087156 2.589733 0.047345 0.102 0.115 -0.041 0.5565
H 0.040236 5.598791 0.998530 0.032 0.142 0.081 0.4741
C 2.679355 0.866844 0.869790 0.392 -0.217 -0.609 0.2053
C -3.705020 -1.789744 -2.324928 -0.133 0.168 0.063 -1.0971
C -3.996884 1.696422 1.252534 0.995 -0.118 0.000 -0.4109
H -0.056081 5.731742 -0.761491 0.094 0.008 -0.073 0.5108
C -4.787754 -1.155176 -1.766656 0.262 -0.129 -0.102 -0.5689
H 0.184671 0.000327 6.742047 0.079 0.005 -0.191 0.4285
H 2.965772 -1.436114 3.692937 -0.193 0.114 -0.074 0.4556
F 2.795880 1.344134 -1.540329 0.075 0.270 0.515 -0.4667
C 0.193428 2.233080 -1.555832 0.018 -0.062 -0.176 0.2331
N -0.312990 -1.054657 2.939672 -0.925 -0.113 -1.446 1.2668
C -0.065370 5.038210 0.075839 0.005 0.138 0.399 -1.8024
H 3.146517 -2.606788 7.682195 0.075 -0.029 0.064 0.4686
N 1.931787 4.617557 -3.455540 0.180 0.238 -0.314 -0.6232
H -5.787427 -1.401764 -2.088075 -0.110 0.021 -0.060 0.2627
C 2.213702 1.188966 3.311902 1.538 -0.769 -0.367 0.6323
C -3.257407 0.047082 -0.361364 -0.616 0.656 0.453 1.2497
C 3.981439 2.783477 -0.090527 0.411 -1.051 0.003 -0.1815
O 0.508963 -0.532810 2.027394 -0.121 0.602 -1.337 -0.6300
N 3.180878 1.975197 6.565984 0.220 0.420 0.583 -0.5941
C -5.312466 1.481985 0.861456 -0.399 -0.283 -0.307 -0.1722
C 2.867559 1.855384 -0.268749 0.142 -0.652 -0.420 2.1332
N -1.393443 -1.636705 2.584252 -0.356 -0.372 0.455 -1.0594
N -0.188687 1.133388 -1.308657 -0.063 0.490 0.324 -0.4000
H 6.282060 0.328828 -0.325510 -0.013 -0.100 -0.006 0.4843
C -5.614274 0.563497 -0.120824 -0.448 0.077 0.019 -0.3176
H -1.028443 4.536196 0.095197 -0.090 -0.097 -0.012 0.2618
C -2.415748 -1.489372 -1.873628 0.063 -0.266 -0.292 -0.1335
C 5.259698 0.628294 -0.124553 -0.467 -1.417 -0.168 -0.5910
C 0.858526 3.392366 -1.501742 -0.368 -0.154 0.757 0.1202
C 2.712880 -1.013120 4.658720 -0.563 0.103 -0.325 0.1082
C 1.060177 4.017274 -0.103642 -0.647 -0.037 -0.520 2.5228
O -1.719604 1.178820 1.020200 2.098 -0.624 -0.389 -0.0202
C 2.422133 4.697810 0.002152 0.662 0.076 0.156 -1.3197
C 2.983570 -0.430630 0.181644 -2.088 -0.337 -0.160 -0.5864

---

139
Properties=species:S:1:pos:R:3:forces:R:3:mulliken_charge:R:1 method="wB97M-V/def2-TZVPD" homo_lumo_gap_ev=3.2628 charge=-2
Cl 3.835215 -7.808371 5.704859 0.253 -0.312 0.177 -0.0079
Cl -7.453022 1.847290 -1.704642 -0.010 0.136 -0.034 -0.0370
C 5.059365 -9.007661 6.139985 -0.055 0.026 -0.063 0.2623
Cl 8.359272 -1.627192 2.338819 -0.048 0.001 0.032 -0.1222
Cl 4.335038 4.899355 -9.199544 0.077 0.039 0.030 -0.0661
Cl 6.620539 0.635094 1.898595 -0.012 -0.111 0.022 -0.0727
C 0.205664 -3.454576 11.956185 0.038 -0.021 -0.109 0.2402
Cl 5.565286 -2.048499 1.734113 0.902 0.723 0.726 0.0068
Cl 5.337866 -5.596712 8.334651 -0.141 0.449 0.033 -0.0307
Cl -1.775439 -2.773124 -6.867610 -0.091 -0.147 0.114 -0.0577
Cl 5.258129 3.496361 -2.930656 0.109 0.083 -0.079 -0.0810
C 3.436614 -3.305947 -2.465704 -0.174 -1.900 1.041 0.2512
Cl 6.793424 -3.102274 8.108667 -0.164 0.089 0.013 -0.1005
H 4.660489 -3.443348 0.606116 -0.481 -0.223 -1.381 0.6410
Cl 6.637105 5.410446 -7.535960 -0.020 0.121 -0.535 -0.0360
H 2.139430 1.617801 -3.163171 -0.447 -0.026 0.166 0.1654
Cl -10.763462 1.517743 -1.311113 -0.517 -0.521 -0.101 0.0150
Cl 1.358489 -2.665245 7.206904 -0.370 0.299 0.066 -0.0152
H 3.919141 -1.464478 -5.019925 0.163 0.107 -0.157 0.3615
C -1.617953 -4.263201 -5.935134 -0.010 0.264 0.350 0.2991
C -3.125875 2.750686 -2.192016 1.034 -0.379 0.244 -0.0138
C 0.581730 0.137870 -5.305739 0.535 -1.730 -0.629 -0.2120
Cl 0.153164 -0.506404 5.709274 0.075 -0.008 0.087 -0.0038
Cl -15.728523 3.021309 -0.347175 -0.376 0.026 -0.050 -0.0087
H 0.826745 -1.271429 -7.051571 0.032 -0.184 0.298 0.2094
Cl -6.488769 7.414186 8.265227 0.050 -0.016 -0.060 -0.0364
O -1.309229 2.598766 -4.951962 0.088 -1.238 1.118 -0.7813
C 5.181550 0.751277 -7.358597 -1.138 -0.499 -0.482 -0.9872
Cl 4.235822 -3.166966 9.456208 0.060 -0.015 -0.019 -0.0473
S -4.270298 -1.510811 -2.310092 0.520 -0.281 0.117 -0.4335
Cl 2.579429 -5.352998 4.508901 -0.152 0.269 -0.124 -0.0320
Cl 10.013961 -7.794088 8.128451 -0.012 0.051 0.012 -0.0962
C 0.641233 0.956152 -1.648565 0.696 -0.986 0.502 -1.5184
Cl -10.289096 8.069586 9.301151 0.035 -0.012 0.081 -0.0816
C 3.939148 -0.770419 -5.857351 -0.180 0.857 -0.993 -0.0407
Cl 8.633519 -5.709954 9.577322 0.172 -0.106 -0.045 -0.0644
H 1.841574 0.772906 -8.059048 0.422 -0.087 0.190 0.1215
Cl -12.641668 3.057544 0.241548 0.087 -0.073 -0.070 -0.1274
C -2.703561 -1.270342 -1.933927 -0.172 0.217 0.398 0.3236
S 5.899444 -0.927920 -2.103696 -0.658 -0.007 0.167 -0.2021
C 0.994050 -0.925744 7.200584 -0.021 -0.020 -0.157 0.2931
Cl 0.735187 -4.988147 12.667515 -0.024 0.059 -0.004 -0.1138
Cl -13.119283 2.572318 -2.582960 0.024 -0.006 0.082 -0.0690
N 3.675499 -4.771244 -0.731138 0.218 0.235 0.011 -0.6711
Cl 3.211372 -2.547300 4.060715 -0.493 -0.223 -0.292 0.0587
Cl 0.070314 -4.807127 -5.988686 0.005 -0.044 -0.059 -0.1290
Cl -6.314227 7.441380 5.379673 0.041 -0.015 0.085 -0.0981
C 2.169300 -3.910750 3.555441 -0.211 0.098 -0.255 0.1516
H 0.587794 -1.240108 -3.557519 0.033 0.381 -0.234 0.0901
N 4.079092 -2.722757 -1.408405 0.772 1.456 1.107 0.4727
Cl 6.113835 -8.360790 7.407327 0.065 -0.404 -0.129 -0.0427
As -0.998952 0.725963 -2.793521 0.471 2.767 -2.243 1.0798
C 4.216368 -3.608612 -0.382283 -0.855 -1.344 -0.903 -0.4350
Cl 11.134992 -5.131658 8.252299 -0.048 -0.038 0.003 -0.1089
S 3.530428 -0.294672 -0.308684 -0.444 -0.535 0.184 0.1482
Cl 4.807064 5.725655 -4.695866 0.114 -0.132 0.040 -0.0785
H -1.428876 2.649129 -0.943264 0.151 -0.277 -0.381 0.2794
C 4.539241 -1.357085 -1.315147 0.198 0.831 -0.780 -0.1233
Cl -18.023072 1.268704 -0.411893 0.009 0.045 -0.029 -0.1104
C -9.699938 7.768092 10.940081 0.005 -0.021 -0.043 0.3517
Cl -5.124314 5.272746 6.876445 -0.029 0.929 -0.010 0.0091
H 3.915861 1.806697 -8.829152 0.298 -0.097 0.107 0.3516
Cl 2.512388 -0.019738 7.296754 -0.012 -0.064 0.018 -0.0944
Cl -6.508286 4.567267 -1.753478 -0.152 -0.046 -0.015 -0.0875
H -0.160231 0.545188 -6.002190 0.063 0.424 0.601 0.4698
C -17.274047 2.700067 -1.137343 0.106 0.016 0.046 0.3269
Cl -3.950431 7.910999 6.972371 -0.065 -0.045 0.006 -0.1077
H 0.628988 0.138042 -0.899398 -0.114 0.171 -0.279 0.2979
H -0.881742 -1.186208 -4.498115 0.093 0.248 0.293 0.0746
C 5.538989 4.116774 -4.561500 -0.371 -0.103 0.048 0.1235
C 9.633495 -6.064910 8.160457 -0.098 0.041 -0.068 0.2700
Cl 8.758152 -5.629917 6.687649 0.117 -0.093 0.092 -0.0203
Cl 7.306857 4.219996 -4.836386 -0.117 -0.032 0.228 -0.1584
C 5.811327 5.850387 -9.034684 -0.031 -0.043 0.120 0.3012
C 1.359845 -0.980791 -6.141465 1.188 0.829 0.979 0.1341
C 5.137046 -0.171054 -6.298955 0.140 0.137 -0.104 -0.4047
Cl -1.562370 -3.374686 11.978881 0.067 0.000 0.013 -0.1062
H 4.026977 1.422434 -1.903456 -0.081 0.012 0.567 -0.2576
H 0.647639 1.883124 -1.057934 -0.388 -0.016 -0.529 0.5249
C -0.183653 -0.909614 -10.497965 0.026 0.014 0.214 0.3419
H 6.096272 1.230611 -7.699113 0.019 -0.260 0.290 0.4319
Cl 6.341435 -0.952477 4.298636 0.030 -0.026 -0.024 -0.0775
Cl -11.063305 7.357997 11.992606 0.053 0.022 -0.035 -0.1107
C 2.781949 0.496422 -7.578530 0.516 -0.031 0.211 -0.1197
H 2.238165 -0.121948 -2.780074 -0.356 0.180 -0.084 -0.3213
O -4.203942 2.339043 -2.551803 -0.433 -0.123 0.030 -0.4846
C -0.081708 -0.539035 -4.094078 -0.265 -0.510 -0.237 -1.1685
Cl -9.099440 3.963035 -0.618633 0.314 0.578 0.157 -0.1006
H 3.179864 -2.831846 -3.400760 0.128 0.188 0.278 0.1815
Cl -1.059964 -2.388154 -10.082968 0.072 0.067 -0.235 -0.0854
Cl -8.683609 3.770095 -3.476427 -0.046 0.013 0.046 -0.0999
Cl -8.897025 9.220640 11.554556 -0.029 -0.055 -0.022 -0.0983
Cl 6.031967 -9.394000 4.715249 -0.033 0.017 0.071 -0.1050
C -5.469602 7.009810 6.871885 -0.073 -0.027 -0.061 0.2491
Cl 4.824053 3.005789 -5.734509 0.209 0.599 0.502 0.2516
H 1.340938 0.883431 -5.055061 -0.514 0.183 0.118 0.3335
C 3.202087 -4.606432 -2.000827 -0.007 1.312 -0.875 -0.8247
Cl -17.008683 2.412634 -2.862294 -0.015 0.010 0.075 -0.1002
Cl 0.779573 -3.342524 10.291450 -0.068 -0.119 0.278 0.0479
N -1.598908 -0.931445 -1.674742 -0.827 -1.501 0.342 -0.8402
Cl -2.784823 1.392510 5.051863 -0.076 0.050 0.123 -0.0568
H -2.308106 0.556800 -3.619433 -0.069 -0.198 0.343 0.1707
Cl 4.264998 -10.476694 6.728927 0.032 0.052 -0.007 -0.1054
Cl -0.358405 0.246494 -9.179367 -0.279 -0.011 -0.196 -0.0175
H -2.591983 1.346022 -0.697553 0.152 -0.171 -0.455 0.4565
H 2.801630 2.008256 -0.704864 0.392 -0.384 0.297 0.5157
Cl 0.867149 -2.109748 12.899370 -0.023 -0.043 -0.020 -0.1181
Cl -18.348822 4.093822 -0.931570 0.012 -0.049 -0.011 -0.1125
Cl 6.878668 5.535378 -10.417367 -0.020 0.022 0.017 -0.1275
Cl 2.426035 -4.262608 1.850048 -0.048 0.012 0.448 -0.0127
H 1.530010 -1.824586 -5.457786 -0.295 -0.136 -0.455 -0.0548
C -2.073164 1.931509 -1.477609 -1.312 1.111 1.024 -0.8488
Cl 0.472877 -3.494939 3.820583 0.109 -0.031 0.004 -0.0602
Cl -0.031339 -0.501248 8.577107 0.139 -0.112 0.004 -0.1055
C -3.214647 1.523609 6.757330 0.121 -0.050 -0.143 0.3184
C -7.929507 3.536951 -1.888238 0.330 -0.119 -0.006 0.2950
C 2.736671 -0.436165 -6.514276 -0.103 0.128 -0.724 0.1132
Cl 1.531135 -1.286093 -10.726135 -0.039 0.008 -0.017 -0.1035
Cl -3.576802 -0.083389 7.405536 0.013 0.087 -0.015 -0.0878
Cl -13.348751 0.397897 -0.682698 -0.016 0.092 0.005 -0.0800
C 1.993471 0.870054 -2.373922 0.714 0.099 1.146 1.0530
C -0.609424 2.390040 -3.903677 -0.216 1.975 -1.998 0.4565
H 2.692092 -5.360510 -2.589809 0.135 -0.085 0.418 0.4346
H -2.851982 3.808974 -2.416900 0.100 -0.205 -0.026 0.3177
C 3.126332 1.165727 -1.325037 0.212 -0.101 -1.902 -0.6402
Cl -1.870414 2.238267 7.663820 -0.169 0.065 -0.097 -0.0935
Cl 5.397064 7.573109 -8.994809 0.029 -0.026 -0.027 -0.1154
O 0.270814 3.222427 -3.555255 0.430 -0.653 1.000 -0.7947
Cl -8.549507 6.426745 10.914152 -0.075 0.056 0.040 -0.0798
C 5.183199 -3.844229 8.122059 -0.056 0.012 -0.051 0.0393
Cl -4.644751 2.559581 6.920763 0.098 -0.844 0.056 -0.1074
C 3.976676 1.086422 -8.016433 -0.281 -0.723 0.856 -0.5594
Cl 4.370382 -3.519088 6.589493 0.645 -0.074 0.486 0.1399
H 6.082956 -0.385289 -5.798910 -0.285 -0.113 0.025 0.3624
Cl -0.841028 -0.222049 -11.995194 0.016 -0.027 0.028 -0.1311
Cl -2.089693 -3.963241 -4.265946 -0.011 -0.024 -0.178 -0.0346
C 6.721213 -0.993928 2.566020 -0.113 0.042 -0.052 0.1755
C -12.469348 1.883569 -1.087033 0.330 -0.106 -0.108 0.2653
Cl -2.660762 -5.518977 -6.637645 0.032 -0.015 -0.044 -0.1434